[1]
# C5H11NO

A structure of composition C5H11NO (ωB97M-V/def2-TZVPD, the Open Molecules 2025 dataset).

HOMO energy ... -7.60 eV
Energy relative to the best compared isomer or geometry (same formula, charge and spin) ... 79.3 kcal per mole
Net charge ... 0
Kohn-Sham gap ... 8.28 eV

Geometry (Å):
C 1.25 0.57 -1.14
C -1.01 -0.65 1.66
C -1.32 1.07 -0.19
C 0.83 -0.07 0.07
C -0.43 0.20 0.57
N 1.58 -1.21 0.47
O -0.04 0.33 -2.42
H -0.03 -0.63 -2.50
H 1.19 -1.71 1.26
H 2.56 -1.02 0.63
H 1.13 1.64 -1.18
H 2.16 0.19 -1.59
H -0.34 -0.69 2.52
H -1.18 -1.68 1.33
H -1.97 -0.25 2.00
H -0.93 2.08 -0.33
H -2.34 1.11 0.19
H -1.12 0.71 -1.36

[2]
# C18H12F5N5ORuSTe

A structure of composition C18H12F5N5ORuSTe (ωB97M-V/def2-TZVPD, the Open Molecules 2025 dataset).

HOMO energy (spin up / spin down) ... -3.98 / -3.84 eV
Multiplicity ... 2
Energy relative to the best compared isomer or geometry (same formula, charge and spin) ... 15.8 kcal per mole
Net charge ... -1
Kohn-Sham gap (spin up / spin down) ... 5.87 / 5.76 eV

Geometry (Å):
Ru -1.11 -0.14 -0.26
C -2.28 4.12 -0.64
C -1.13 4.84 -0.45
C 0.06 4.16 -0.33
C 0.07 2.77 -0.38
N -1.06 2.03 -0.52
C -2.20 2.73 -0.67
N 1.37 2.24 -0.30
C 1.68 1.01 -0.24
N 0.89 -0.12 -0.20
C 1.69 -1.24 -0.22
N 1.39 -2.48 -0.26
C 0.08 -2.99 -0.22
C 0.01 -4.38 -0.36
C -1.19 -5.03 -0.23
C -2.32 -4.27 0.05
C -2.18 -2.90 0.13
N -1.02 -2.24 -0.03
C 3.12 -0.80 -0.21
C 4.29 -1.52 -0.21
C 5.48 -0.81 -0.22
C 5.48 0.59 -0.23
C 4.28 1.30 -0.24
C 3.11 0.57 -0.23
H -3.25 4.59 -0.76
H -1.16 5.92 -0.41
H 1.01 4.65 -0.20
H -4.08 2.48 -0.57
H 0.94 -4.89 -0.55
H -1.25 -6.11 -0.34
H -3.29 -4.71 0.20
H -3.07 -2.31 0.31
H 4.27 -2.61 -0.21
H 6.43 -1.34 -0.22
H 6.42 1.12 -0.24
H 4.25 2.39 -0.25
F -2.49 1.96 2.10
Te -3.25 0.23 1.64
F -4.51 -1.26 1.63
F -4.84 1.33 1.52
F -3.57 0.11 3.47
F -1.40 -0.40 2.19
O -3.30 1.99 -0.85
S -2.36 -0.60 -2.01

[3]
# C3H2O3

An isolated molecule of C3H2O3 (ωB97M-V/def2-TZVPD, the Open Molecules 2025 dataset).

HOMO energy ... -10.07 eV
Energy relative to the best compared isomer or geometry (same formula, charge and spin) ... 35.1 kcal per mole
Net charge ... 0
Kohn-Sham gap ... 8.77 eV

Geometry (Å):
O 1.83 -0.33 -0.76
C 1.29 -0.09 0.28
C -0.21 -0.26 0.46
O -0.67 -0.83 1.42
C -1.14 0.29 -0.62
O -0.78 1.14 -1.39
H 1.85 0.20 1.20
H -2.17 -0.11 -0.58

[4]
# C4H12NO

A cluster of 2 separate species, C4H12NO in total (ωB97M-V/def2-TZVPD, the Open Molecules 2025 dataset).

HOMO energy ... -15.07 eV
Energy relative to the best compared isomer or geometry (same formula, charge and spin) ... 23.5 kcal per mole
Net charge ... +1
Kohn-Sham gap ... 11.82 eV

Geometry (Å):
C 1.02 -0.22 -0.67
N -0.06 0.54 -1.47
C -1.29 -0.27 -1.18
C -1.16 -0.50 0.32
C 0.26 -0.98 0.50
H 1.38 -1.06 -1.28
H 1.79 0.48 -0.32
H 0.24 0.77 -2.45
H -0.16 1.51 -1.10
H -1.18 -1.22 -1.77
H -2.16 0.31 -1.56
H -1.57 0.27 0.96
H -1.93 -1.28 0.56
H 0.31 -2.10 0.33
H 0.89 -0.73 1.37
H 0.42 1.56 2.87
H 2.04 1.48 2.63
O 1.15 1.45 2.27

[5]
# C55H42N3OP2S2TeYb

A structure of composition C55H42N3OP2S2TeYb (ωB97M-V/def2-TZVPD, the Open Molecules 2025 dataset).

HOMO energy (spin up / spin down) ... -6.05 / -6.04 eV
Multiplicity ... 2
Net charge ... 0
Kohn-Sham gap (spin up / spin down) ... 5.23 / 5.15 eV

Geometry (Å):
Yb 0.06 -1.44 -0.14
O 1.71 -0.39 -1.12
S 1.63 0.93 -1.87
C 0.00 0.96 -2.65
C 0.19 0.94 -4.02
C -0.83 1.34 -4.83
C -2.04 1.76 -4.26
C -2.32 1.50 -2.94
C -1.36 0.88 -2.09
P -1.37 2.05 0.22
C -2.02 3.73 0.23
C -2.77 4.29 -0.80
C -3.10 5.65 -0.74
C -2.75 6.43 0.34
C -1.98 5.87 1.36
C -1.58 4.55 1.29
C -2.63 0.70 0.14
C -2.65 -1.66 1.62
C -3.84 -2.41 2.07
C -5.10 -1.97 1.83
C -5.33 -0.75 1.06
C -4.15 0.87 0.12
C 1.77 2.31 -0.67
C 1.72 3.50 -1.37
C 1.88 4.70 -0.72
C 2.15 4.70 0.63
C 2.15 3.52 1.35
C 1.92 2.27 0.74
P 1.64 0.81 1.78
C 3.28 0.03 1.86
C 4.50 0.69 1.55
C 5.68 -0.03 1.53
C 5.70 -1.38 1.82
C 4.55 -2.04 2.16
C 3.36 -1.32 2.24
C 1.34 1.38 3.48
C 2.35 1.40 4.47
C 2.06 1.77 5.78
C 0.83 2.31 6.10
C -0.16 2.40 5.11
C 0.10 1.95 3.83
H 1.17 0.66 -4.41
H -0.70 1.30 -5.93
H -2.77 2.26 -4.87
H -3.31 1.75 -2.55
H -3.06 3.63 -1.64
H -3.70 6.11 -1.53
H -3.00 7.49 0.38
H -1.69 6.48 2.20
H -1.00 4.11 2.10
H -2.29 -2.07 0.67
H -3.71 -3.30 2.68
H -5.95 -2.64 2.06
H -6.35 -0.38 1.21
H -4.59 1.85 -0.14
H 1.54 3.49 -2.45
H 1.73 5.63 -1.27
H 2.32 5.63 1.19
H 2.37 3.57 2.42
H 4.47 1.76 1.41
H 6.61 0.49 1.26
H 6.67 -1.92 1.76
H 4.52 -3.11 2.38
H 2.45 -1.83 2.60
H 3.35 1.06 4.22
H 2.83 1.66 6.54
H 0.65 2.72 7.10
H -1.14 2.85 5.36
H -0.69 1.99 3.08
C 1.08 -3.54 -5.58
C 1.80 -3.01 -4.51
C 1.12 -2.54 -3.43
C -0.30 -2.63 -3.38
C -1.01 -3.28 -4.45
C -0.30 -3.68 -5.56
N -0.87 -2.05 -2.29
N -2.19 -2.05 -2.34
C -2.80 -1.13 -1.52
C -4.16 -1.32 -1.24
C -4.90 -0.40 -0.41
C -4.35 0.34 1.54
C -2.86 -0.13 1.54
C -2.01 0.04 -1.07
H 1.64 -3.84 -6.49
H 2.90 -2.89 -4.61
H 1.63 -2.09 -2.58
H -2.08 -3.45 -4.32
H -0.80 -4.09 -6.46
H -4.64 -2.21 -1.68
H -5.77 0.04 -0.91
H -4.62 1.10 2.30
H -2.30 0.36 2.34
Te -0.88 -2.16 2.98
S 0.46 -6.09 1.08
C -0.17 -4.60 0.48
N 0.66 -3.75 -0.10
C 1.96 -4.30 -0.13
C 3.10 -3.74 -0.67
C 4.30 -4.46 -0.71
C 4.32 -5.72 -0.15
C 3.20 -6.32 0.43
C 2.03 -5.59 0.48
H -1.24 -4.46 0.63
H 3.04 -2.74 -1.09
H 5.24 -4.04 -1.12
H 5.24 -6.29 -0.19
H 3.23 -7.30 0.87

[6]
# C13H41O10Ti

A structure of composition C13H41O10Ti (ωB97M-V/def2-TZVPD, the Open Molecules 2025 dataset).

HOMO energy (spin up / spin down) ... -7.32 / -9.78 eV
Multiplicity ... 4
Net charge ... 0
Kohn-Sham gap (spin up / spin down) ... 6.76 / 9.19 eV

Geometry (Å):
Ti 1.18 24.66 10.75
C 5.18 25.74 9.87
C 3.74 25.42 10.19
O 3.46 24.43 10.93
O 2.81 26.08 9.66
H 5.84 24.96 10.24
H 5.43 26.67 10.39
H 5.36 25.96 8.82
C 2.19 28.87 11.70
O 1.77 28.77 10.36
H 3.19 28.45 11.87
H 2.14 29.89 12.09
H 1.54 28.24 12.33
H 2.08 27.94 10.00
C 3.40 26.34 6.11
O 2.26 26.26 6.94
H 3.92 25.37 6.15
H 3.23 26.59 5.07
H 4.07 27.12 6.49
H 2.56 26.25 7.86
C 7.98 27.74 6.16
O 6.81 27.39 6.90
H 7.78 27.96 5.11
H 8.40 28.65 6.60
H 8.73 26.94 6.18
H 6.67 26.44 6.79
C 8.95 27.24 10.04
O 10.23 27.42 10.63
H 8.26 28.04 10.31
H 9.01 27.25 8.94
H 8.52 26.29 10.32
H 10.49 28.31 10.38
C 5.61 26.38 13.92
O 5.46 27.50 14.79
H 4.63 25.90 13.80
H 6.02 26.68 12.96
H 6.29 25.63 14.34
H 4.77 27.28 15.42
C 4.26 21.71 6.70
C 3.93 22.72 7.78
O 4.10 22.09 9.04
H 5.28 21.34 6.82
H 4.25 22.19 5.72
H 3.61 20.84 6.67
H 2.91 23.12 7.66
H 4.61 23.58 7.71
H 3.94 22.73 9.74
C 4.78 30.74 9.90
C 4.90 29.44 9.12
O 6.28 29.10 9.00
H 5.09 30.67 10.94
H 3.73 31.03 9.96
H 5.35 31.53 9.40
H 4.41 29.50 8.14
H 4.41 28.63 9.67
H 6.39 28.46 8.27
C 6.44 22.25 12.08
C 5.21 21.91 12.93
O 4.50 23.12 13.25
H 6.97 23.08 12.53
H 6.12 22.61 11.10
H 7.07 21.37 11.97
H 5.54 21.53 13.90
H 4.50 21.25 12.44
H 4.30 23.56 12.41